#w
Formula: C3H3FO
Source: the Open Molecules 2025 dataset
Level of theory: ωB97M-V/def2-TZVPD

The geometry in ORCA input format:
```
! wB97M-V def2-TZVPD RIJCOSX def2/J DEFGRID3
* xyz 0 1
C 0.5073 0.3746 -0.1700
C -0.1902 1.3384 0.6335
C 0.2132 -0.9945 -0.6551
O -0.5616 2.4139 0.3835
F -0.2252 0.8186 1.8986
H -0.7470 -1.1176 -1.2338
H 0.1323 -1.3129 0.3980
H 0.8712 -1.5205 -1.2547
*
```

HOMO energy (spin up / spin down): -9.31 / -9.30 eV
Kohn-Sham gap (spin up / spin down): 0.2977 / 0.2978 Ha

Partial charges, Löwdin, in e:
1. C 0.18
2. C -0.59
3. C -0.08
4. O 0.16
5. F 0.07
6. H 0.11
7. H 0.12
8. H 0.04

#x
Formula: C3H3FO
Source: the Open Molecules 2025 dataset
Level of theory: ωB97M-V/def2-TZVPD

The geometry in ORCA input format:
```
! wB97M-V def2-TZVPD RIJCOSX def2/J DEFGRID3
* xyz 0 1
C 1.4929 1.3722 -0.1602
C 0.9277 0.2934 -0.1220
C 0.2974 -0.8852 0.0524
O -2.1847 -0.4661 -0.6301
F -2.6358 0.3334 0.4092
H 2.1938 2.1872 0.2085
H -0.3985 -1.1114 0.8213
H 0.3072 -1.7236 -0.5792
*
```

HOMO energy (spin up / spin down): -8.88 / -8.88 eV
Kohn-Sham gap (spin up / spin down): 0.2209 / 0.2211 Ha

Partial charges, Löwdin, in e:
1. C 0.19
2. C -0.16
3. C 0.13
4. O -0.17
5. F -0.22
6. H 0.09
7. H 0.07
8. H 0.07

#y
Formula: C3H3FO
Source: the Open Molecules 2025 dataset
Level of theory: ωB97M-V/def2-TZVPD

The geometry in ORCA input format:
```
! wB97M-V def2-TZVPD RIJCOSX def2/J DEFGRID3
* xyz 0 1
C 1.0935 -0.2470 0.6912
C 0.7885 -0.3102 -0.5480
C -0.6975 -0.1014 -1.1730
H 1.8200 -0.6983 1.4173
H 1.7058 -0.7765 -1.1592
H -1.0421 -1.0121 -2.1290
O -1.5202 0.5752 -0.7607
F 0.2857 0.2041 1.5706
*
```

HOMO energy: -10.04 eV
Kohn-Sham gap: 0.3974 Ha

Partial charges, Löwdin, in e:
1. C -0.27
2. C -0.05
3. C -0.29
4. H 0.15
5. H 0.14
6. H 0.17
7. O 0.09
8. F 0.07

Need the numbers? Relative energies in hartree: #w 0.0240; #x 0.2337; #y 0.0000.

#w
Formula: C3H3FO
Source: the Open Molecules 2025 dataset
Level of theory: ωB97M-V/def2-TZVPD

The geometry in ORCA input format:
```
! wB97M-V def2-TZVPD RIJCOSX def2/J DEFGRID3
* xyz 0 1
C 0.5905 1.4186 0.0665
C -0.7743 -1.8193 0.4253
C 0.0947 0.6564 -0.8567
O -1.8208 -1.5407 0.9026
F 0.0120 0.5849 -2.1507
H 1.2756 2.2949 -0.1313
H 0.6836 0.9013 1.0344
H -0.0613 -2.4960 0.7098
*
```

HOMO energy (spin up / spin down): -9.00 / -8.36 eV
Kohn-Sham gap (spin up / spin down): 0.3417 / 0.3065 Ha

Partial charges, Löwdin, in e:
1. C -0.04
2. C -0.03
3. C -0.20
4. O 0.04
5. F 0.07
6. H 0.08
7. H 0.05
8. H 0.03

#x
Formula: C3H3FO
Source: the Open Molecules 2025 dataset
Level of theory: ωB97M-V/def2-TZVPD

The geometry in ORCA input format:
```
! wB97M-V def2-TZVPD RIJCOSX def2/J DEFGRID3
* xyz 0 1
C 0.1632 0.0299 1.0096
C 0.7553 -0.3346 -0.3108
C -0.6870 0.2786 -0.1322
O 0.4042 0.1075 2.1479
F -0.7751 1.4982 -0.7630
H 1.6206 0.4001 -0.5806
H 0.9678 -1.3251 -0.7469
H -2.4490 -0.6546 -0.6240
*
```

HOMO energy (spin up / spin down): -9.92 / -9.67 eV
Kohn-Sham gap (spin up / spin down): 0.3038 / 0.3097 Ha

Partial charges, Löwdin, in e:
1. C -0.42
2. C -0.01
3. C -0.20
4. O 0.18
5. F -0.02
6. H 0.15
7. H 0.11
8. H 0.22

Need the numbers? Relative energies in hartree: #w 0.0000; #x 0.0256.

#w
Formula: C3H4ClI
Source: the Open Molecules 2025 dataset
Level of theory: ωB97M-V/def2-TZVPD

The geometry in ORCA input format:
```
! wB97M-V def2-TZVPD RIJCOSX def2/J DEFGRID3
* xyz 0 1
C 1.2823 -1.6702 -0.1292
C 1.3056 -0.3278 -0.1326
C 0.1448 0.6461 -0.0363
Cl 2.6198 -2.7528 -0.0372
I 3.1395 0.7106 0.0357
H 0.3422 -2.2868 0.0198
H -0.7376 0.2878 -0.4019
H 0.4829 1.5609 -0.4239
H 0.0423 1.0025 1.0227
*
```

HOMO energy: -9.07 eV
Kohn-Sham gap: 0.3505 Ha
SMILES string: C/C(I)=C/Cl

Partial charges, Löwdin, in e:
1. C -0.68
2. C -0.81
3. C -0.17
4. Cl 0.56
5. I 0.84
6. H 0.09
7. H 0.04
8. H 0.01
9. H 0.10

#x
Formula: C3H4ClI
Source: the Open Molecules 2025 dataset
Level of theory: ωB97M-V/def2-TZVPD

The geometry in ORCA input format:
```
! wB97M-V def2-TZVPD RIJCOSX def2/J DEFGRID3
* xyz 0 1
C -0.7130 1.1116 0.4114
C 0.1474 0.2051 -0.3474
C 0.2869 -1.2088 0.1145
Cl -0.6881 2.8626 0.1697
I 1.2706 0.8472 -1.9720
H -1.2213 0.7424 1.2415
H 1.3436 -1.4187 -0.1351
H -0.3859 -1.8476 -0.6395
H -0.0402 -1.2936 1.1568
*
```

HOMO energy: -8.73 eV
Kohn-Sham gap: 0.3401 Ha
SMILES string: C/C(I)=C/Cl

Partial charges, Löwdin, in e:
1. C -0.58
2. C -0.88
3. C -0.19
4. Cl 0.51
5. I 0.86
6. H 0.03
7. H 0.05
8. H 0.12
9. H 0.07

Need the numbers? Relative energies in hartree: #w 0.0000; #x 0.0150.

#w
Formula: C3H4BrF
Source: the Open Molecules 2025 dataset
Level of theory: ωB97M-V/def2-TZVPD

The geometry in ORCA input format:
```
! wB97M-V def2-TZVPD RIJCOSX def2/J DEFGRID3
* xyz 0 1
C -0.3370 0.1669 -1.3345
C -0.1978 1.1458 -2.0666
C 0.3122 -0.3481 1.4080
F -0.1055 2.3162 -2.6231
Br -0.1336 -2.1631 1.8020
H 0.3946 -0.7584 0.0131
H -0.7019 -0.5119 -0.6458
H -0.5221 0.2932 1.5947
H 1.2910 -0.1405 1.8521
*
```

HOMO energy: -9.25 eV
Kohn-Sham gap: 0.3618 Ha

Partial charges, Löwdin, in e:
1. C 0.06
2. C -0.15
3. C -0.59
4. F 0.11
5. Br 0.52
6. H 0.07
7. H -0.03
8. H 0.00
9. H 0.01

#x
Formula: C3H4BrF
Source: the Open Molecules 2025 dataset
Level of theory: ωB97M-V/def2-TZVPD

The geometry in ORCA input format:
```
! wB97M-V def2-TZVPD RIJCOSX def2/J DEFGRID3
* xyz 0 1
C -1.4600 -0.1317 0.7113
C -0.5487 -0.7701 -0.0605
C 1.3250 0.8340 -0.7699
F -0.2965 -2.0477 -0.1554
Br 2.7707 0.0810 0.0645
H -2.1477 -0.7681 1.2937
H -1.5760 0.8812 0.8594
H 1.1419 0.3066 -1.7234
H 0.7913 1.6148 -0.2198
*
```

HOMO energy (spin up / spin down): -9.19 / -8.49 eV
Kohn-Sham gap (spin up / spin down): 0.3327 / 0.3007 Ha

Partial charges, Löwdin, in e:
1. C 0.00
2. C -0.20
3. C -0.56
4. F 0.05
5. Br 0.63
6. H 0.06
7. H 0.01
8. H 0.00
9. H 0.01

Need the numbers? Relative energies in hartree: #w 0.0291; #x 0.0000.

#w
Formula: C3H3NOS
Source: the Open Molecules 2025 dataset
Level of theory: ωB97M-V/def2-TZVPD

The geometry in ORCA input format:
```
! wB97M-V def2-TZVPD RIJCOSX def2/J DEFGRID3
* xyz 0 1
C 0.0906 0.0516 0.0010
C -0.8957 0.9573 0.0939
C -0.4079 -1.2867 -0.0613
N -1.7754 -1.4122 -0.0124
O -3.4949 0.4356 -0.5544
S -2.4523 0.0647 0.3855
H 1.1475 0.2574 -0.0632
H -0.8039 2.0169 0.2344
H 0.1833 -2.1788 -0.1503
*
```

HOMO energy: -9.55 eV
Kohn-Sham gap: 0.3179 Ha

Partial charges, Löwdin, in e:
1. C -0.16
2. C -0.18
3. C -0.16
4. N -0.17
5. O -0.49
6. S 0.88
7. H 0.10
8. H 0.08
9. H 0.10

#x
Formula: C3H3NOS
Source: the Open Molecules 2025 dataset
Level of theory: ωB97M-V/def2-TZVPD

The geometry in ORCA input format:
```
! wB97M-V def2-TZVPD RIJCOSX def2/J DEFGRID3
* xyz 0 1
C -0.0549 -0.5034 0.4977
C 1.2396 -0.5053 1.2840
C 2.2889 -0.4159 1.8354
H -2.0184 0.0985 -0.4826
H 0.5585 1.4608 0.6242
H 3.1835 -0.6779 2.3318
N 0.0610 0.6355 -0.2414
O -0.8813 -1.3410 0.3157
S -0.9964 0.8716 -1.5632
*
```

HOMO energy: -9.19 eV
Kohn-Sham gap: 0.3445 Ha

Partial charges, Löwdin, in e:
1. C -0.67
2. C -0.05
3. C 0.12
4. H 0.07
5. H 0.26
6. H 0.03
7. N -0.49
8. O 0.04
9. S 0.68

#y
Formula: C3H3NOS
Source: the Open Molecules 2025 dataset
Level of theory: ωB97M-V/def2-TZVPD

The geometry in ORCA input format:
```
! wB97M-V def2-TZVPD RIJCOSX def2/J DEFGRID3
* xyz 0 1
C -2.3985 0.0571 -0.0933
C -1.0137 0.4498 -0.1105
C 1.6652 -0.2179 0.0864
N -3.4584 -0.3952 0.0648
O -0.4990 1.5113 -0.1031
S -0.0314 -1.0206 -0.0682
H 2.2334 -0.9440 -0.5156
H 2.0755 -0.2033 1.0665
H 1.4269 0.7629 -0.3270
*
```

HOMO energy: -10.20 eV
Kohn-Sham gap: 0.3570 Ha
SMILES string: CSC(=O)C#N

Partial charges, Löwdin, in e:
1. C -0.20
2. C -0.77
3. C -0.29
4. N 0.19
5. O 0.05
6. S 0.93
7. H 0.03
8. H 0.03
9. H 0.03

Need the numbers? Relative energies in hartree: #w 0.0397; #x 0.1384; #y 0.0000.